Entry 1:
Density functional theory data (ωB97M-V/def2-TZVPD) for a molecular structure, C10H32FeN2O6 in a non-equilibrium geometry.

```
! RIJCOSX wB97M-V def2-TZVPD def2/J DEFGRID3
* xyz 3 6
O -0.67 1.52 -1.43
H 2.17 2.12 -2.29
H 0.38 -3.00 0.83
H 2.35 0.38 2.52
H -2.32 -1.74 0.52
C -2.58 -0.82 -2.16
N -2.93 1.04 1.94
H 0.61 -3.18 2.49
H -3.53 0.56 1.33
H -3.45 1.80 2.41
H -3.53 -1.22 -2.46
H -0.40 -2.00 1.96
H 2.84 2.40 1.51
H 3.07 1.62 0.00
H 0.67 2.41 1.15
H 2.28 -0.65 -2.35
H 2.62 -2.04 1.81
C 1.77 -0.49 2.83
C 1.74 -1.45 1.73
H -0.30 1.60 3.32
H 2.83 -1.14 0.40
C -1.65 -1.82 -1.49
H -0.43 0.64 -3.29
N -1.27 1.39 3.06
O 1.09 1.74 0.61
Fe 0.42 0.12 -0.29
H -2.82 0.05 -1.51
H -1.96 1.76 3.80
C 0.50 -2.42 1.75
C 2.51 1.13 -2.48
H -1.70 -3.25 0.05
H -1.43 2.11 -1.23
H 0.17 2.34 -3.15
H 2.40 -0.90 3.66
O -0.49 -1.31 -1.36
O 1.77 0.07 -1.88
H 2.38 3.15 -0.03
C -2.26 -2.44 -0.34
H -1.57 -2.65 -2.18
H 0.80 -0.24 3.27
O 1.86 -0.96 0.55
H -1.56 2.04 -3.21
H 3.55 1.17 -2.19
H -3.32 -2.63 -0.42
C -0.61 1.64 -2.83
C -1.75 0.81 2.08
H -2.24 -0.50 -3.16
C 2.39 2.21 0.53
O -0.99 0.10 1.10
H 0.01 -1.97 -1.90
H 2.58 0.90 -3.58
*
```

Computed properties:
HOMO energy (spin up / spin down)	-0.7443 / -0.7438	Ha
Kohn-Sham gap (spin up / spin down)	11.22 / 7.45	eV
relative energy (zero: lowest compared OMol25 entry of this formula, charge and spin)	70.83	kJ/mol
calculated total energy	-2223.6718	hartree

---

Entry 2:
Density functional theory data (ωB97M-V/def2-TZVPD) for 5 unconnected molecules or ions with the total composition C10H33N6O5 in a non-equilibrium geometry.

```
! RIJCOSX wB97M-V def2-TZVPD def2/J DEFGRID3
* xyz 1 1
H 0.00 1.31 -0.19
O 2.22 -2.64 -1.75
N -0.03 -0.58 -2.45
H 0.86 -0.26 -2.79
H -0.73 1.40 -1.73
C -2.92 1.34 2.46
N -3.63 2.45 2.80
H 3.87 -3.58 -0.92
O -2.25 1.27 1.43
C 0.85 -2.89 -1.86
H -1.71 -1.08 -0.35
H -2.43 -0.48 3.06
C 3.08 -3.76 -1.64
H 0.52 -3.71 -1.20
H 0.71 -1.18 -0.62
H -3.26 0.46 4.27
H -0.59 -0.92 -3.23
H 2.00 0.76 -0.05
H -1.00 0.38 5.22
H 2.62 -1.30 0.59
N -1.34 3.61 -4.89
N 1.33 1.03 0.66
O 0.30 -0.44 3.83
H 0.58 -3.12 -2.90
C 1.19 -0.04 1.68
H 1.14 1.61 -4.89
H 0.27 -0.61 1.50
N 0.64 2.45 -5.09
H 3.53 -3.97 -2.62
H 3.21 -0.51 2.08
H 2.22 -1.88 2.27
C 0.11 -1.62 -1.43
H 2.49 -4.64 -1.35
H -4.18 2.49 3.64
H -2.22 3.76 -4.43
H 0.75 0.74 5.50
H 0.06 -0.88 5.79
O -0.81 1.60 -0.75
N -3.05 0.27 3.31
H 0.11 1.34 2.88
C 0.87 0.56 3.03
H -1.92 -2.23 -1.73
H 1.68 1.84 1.15
C -0.51 2.65 -4.37
H 0.71 2.95 -5.96
C -1.29 -1.92 -0.90
H -1.59 1.17 -0.35
C 2.36 -1.02 1.61
H 1.75 1.08 3.45
H -1.30 -2.76 -0.20
H -0.99 4.22 -5.60
O -0.82 2.01 -3.38
C 0.03 0.00 5.15
H -3.46 3.28 2.26
*
```

Computed properties:
HOMO energy	-0.4403	Ha
Kohn-Sham gap	10.16	eV
relative energy (zero: lowest compared OMol25 entry of this formula, charge and spin)	65.68	kJ/mol
calculated total energy	-1105.3924	hartree